10
Properties=species:S:1:pos:R:3:forces:R:3 method="wB97M-V/def2-TZVPD" smiles=C#CC[C@@H](F)Cl relative_energy_ev=1.1884
C 0.918 1.565 1.570 -1.241 -2.236 -1.239
C 0.324 0.767 0.853 1.070 2.007 3.131
C -0.335 -0.408 0.345 -1.394 -0.645 -1.923
C -0.218 -0.383 -1.170 0.238 -0.179 -1.271
F 0.981 -0.813 -1.703 -0.097 0.125 0.770
Cl -1.467 -1.430 -1.900 -0.100 -0.012 -0.104
H 1.463 1.946 2.408 0.000 0.543 -0.449
H -1.468 -0.593 0.415 1.624 1.016 0.920
H 0.157 -1.284 0.735 0.137 -0.439 0.132
H -0.354 0.632 -1.552 -0.238 -0.180 0.032


152
Properties=species:S:1:pos:R:3:forces:R:3 method="wB97M-V/def2-TZVPD" smiles="CCOP(=O)(CCc1cc2c(c(B(C)O)c1[PH2]=O)C(=O)C(F)=CC2=O)OCC.COP(=O)(OC)OC.COP(=O)(OC)OC.COP(=O)(OC)OC.COP(=O)(OC)OC.COP(=O)(OC)OC.COP(=O)(OC)OC"
C 7.106 -7.911 2.584 -0.120 0.180 -0.385
C 6.287 -6.633 2.689 0.703 -0.676 0.336
O 4.913 -6.936 3.019 -0.133 -0.197 -0.209
P 3.839 -6.157 2.155 0.218 0.539 0.543
O 4.166 -4.734 1.970 -0.160 0.128 -0.178
C 2.271 -6.419 3.019 0.241 0.270 -0.101
C 1.364 -5.217 2.717 -0.248 -0.607 -0.552
C -0.121 -5.501 2.621 -0.387 0.268 0.248
C -0.634 -6.790 2.651 0.239 -0.076 -0.104
C -1.984 -7.028 2.522 -0.135 -0.137 -0.032
C -2.877 -5.978 2.353 0.506 -0.183 0.237
C -2.414 -4.667 2.348 -0.531 0.679 -0.174
B -3.457 -3.448 2.199 -0.030 0.250 -0.258
C -3.506 -2.594 0.881 0.440 -0.265 0.333
O -4.293 -3.119 3.235 -0.443 -0.225 -0.358
C -1.041 -4.436 2.479 0.735 -0.491 -0.307
P -0.467 -2.718 2.418 -0.128 0.267 0.186
O -1.085 -1.869 3.467 0.598 -2.177 -0.899
C -4.299 -6.301 2.181 -0.535 -0.162 -0.137
O -5.089 -5.621 1.569 -0.065 0.548 0.189
C -4.743 -7.594 2.786 0.448 -0.463 0.162
F -6.019 -7.708 3.116 -0.214 0.257 -0.184
C -3.902 -8.606 2.947 0.035 -0.073 0.162
C -2.485 -8.441 2.570 0.087 0.374 0.037
O -1.757 -9.376 2.346 0.063 -0.282 0.113
O 3.746 -6.982 0.798 -0.237 0.325 0.078
C 3.366 -6.253 -0.400 0.211 -0.519 -0.688
C 4.565 -6.138 -1.334 -0.293 -0.469 -0.141
H 7.522 -8.227 3.534 -0.175 -0.197 0.133
H 6.500 -8.689 2.127 -0.023 -0.193 0.131
H 7.934 -7.731 1.901 0.172 0.024 0.034
H 6.375 -6.099 1.748 -0.318 0.286 -0.013
H 6.684 -6.032 3.501 -0.096 0.373 -0.086
H 2.436 -6.490 4.090 0.100 -0.231 0.075
H 1.885 -7.357 2.640 -0.108 -0.126 0.097
H 1.551 -4.422 3.430 0.114 0.011 0.163
H 1.658 -4.813 1.748 0.018 0.223 -0.040
H 0.003 -7.652 2.750 0.072 -0.086 0.063
H -3.205 -3.221 0.043 -0.028 0.086 -0.211
H -4.491 -2.171 0.712 -0.101 0.044 0.008
H -2.788 -1.776 0.944 -0.055 0.215 -0.101
H -4.811 -3.874 3.529 0.214 -0.006 0.535
H 0.927 -2.677 2.509 0.067 -0.280 -0.311
H -0.744 -2.288 1.111 0.221 -0.148 -0.110
H -4.210 -9.552 3.364 -0.104 -0.168 -0.149
H 2.622 -6.875 -0.892 -0.223 -0.034 0.142
H 2.901 -5.297 -0.184 0.204 0.150 0.346
H 5.495 -6.275 -0.791 0.110 0.386 0.145
H 4.521 -6.962 -2.043 0.099 -0.033 -0.139
H 4.559 -5.221 -1.914 0.121 0.188 0.068
C 1.102 2.921 -2.795 -0.140 0.113 -0.087
O 1.301 1.476 -2.811 -0.265 2.135 2.586
P 0.431 0.538 -1.782 -0.008 -5.947 -3.766
O 1.267 -0.689 -1.890 0.195 0.325 0.257
O -0.885 0.525 -2.726 -0.543 0.117 0.739
C -0.824 -0.116 -3.995 0.177 0.363 -0.298
O -0.403 0.104 -0.447 0.678 3.462 0.889
C -0.918 1.159 0.424 -0.182 -0.021 0.066
H 1.743 3.344 -3.563 0.015 -0.119 -0.058
H 0.063 3.170 -3.023 0.015 -0.044 -0.068
H 1.383 3.338 -1.827 0.049 -0.010 -0.016
H -0.013 -0.842 -4.041 0.024 0.016 0.095
H -0.687 0.643 -4.768 0.053 -0.112 -0.110
H -1.775 -0.622 -4.152 -0.010 -0.002 0.041
H -1.603 1.811 -0.119 -0.045 -0.062 0.017
H -0.100 1.751 0.834 -0.003 -0.004 0.027
H -1.451 0.680 1.241 -0.012 -0.039 -0.240
C 5.058 -0.151 -5.019 -0.077 0.053 -0.157
O 5.610 -1.411 -5.454 -0.323 0.520 2.551
P 4.934 -2.784 -4.908 -0.725 -2.851 -3.760
O 5.912 -3.843 -5.174 0.322 0.183 0.355
O 3.691 -2.759 -5.955 -0.092 -0.302 0.195
C 3.944 -3.138 -7.306 -0.016 0.250 -0.167
O 4.026 -3.255 -3.682 0.945 2.345 1.115
C 3.426 -2.241 -2.817 0.049 -0.045 -0.119
H 5.618 0.639 -5.509 0.055 -0.071 -0.062
H 4.005 -0.074 -5.301 0.014 -0.027 0.013
H 5.157 -0.036 -3.940 -0.003 0.039 -0.029
H 4.848 -3.741 -7.389 0.008 0.001 0.073
H 4.041 -2.249 -7.931 0.032 -0.003 -0.009
H 3.092 -3.721 -7.649 -0.025 0.006 0.021
H 2.794 -1.567 -3.387 -0.066 -0.068 0.010
H 4.207 -1.673 -2.310 -0.032 -0.037 0.051
H 2.821 -2.744 -2.073 -0.037 -0.096 -0.087
C 5.528 4.933 -0.228 -0.030 0.232 0.069
O 4.090 4.879 -0.168 2.119 -2.612 0.334
P 3.353 4.115 1.112 -5.755 4.480 0.815
O 2.006 3.988 0.508 0.272 -0.847 -0.524
O 3.535 5.415 2.065 0.243 -0.318 0.292
C 2.808 6.588 1.663 0.153 0.434 -0.090
O 3.104 3.169 2.443 3.037 -1.524 -1.190
C 4.209 2.474 3.059 -0.049 0.087 0.104
H 5.799 5.497 -1.116 -0.086 0.020 -0.017
H 5.933 5.438 0.654 -0.020 -0.002 -0.003
H 5.953 3.932 -0.306 0.039 0.022 -0.058
H 1.988 6.342 0.993 -0.013 -0.066 0.039
H 3.474 7.303 1.178 0.047 -0.044 -0.015
H 2.401 7.038 2.564 -0.005 -0.045 0.036
H 4.982 3.176 3.381 -0.033 0.005 0.039
H 4.639 1.744 2.371 -0.011 -0.039 0.045
H 3.823 1.949 3.927 -0.090 0.046 -0.007
C -2.674 7.446 -1.519 -0.066 -0.201 0.025
O -1.712 7.194 -0.477 -0.189 2.736 -1.044
P -1.778 8.056 0.908 -0.048 -3.896 3.779
O -0.476 7.844 1.545 0.388 0.542 -0.402
O -2.980 7.156 1.512 0.039 0.318 0.494
C -2.649 5.827 1.955 -0.163 -0.280 -0.270
O -2.390 9.412 1.559 0.094 0.700 -2.846
C -3.306 10.215 0.789 -0.060 -0.044 0.072
H -2.473 6.750 -2.329 0.057 -0.056 0.058
H -3.691 7.284 -1.150 0.027 -0.013 0.032
H -2.577 8.464 -1.899 0.006 -0.013 -0.040
H -1.585 5.727 2.163 0.014 0.078 -0.020
H -2.938 5.102 1.195 0.022 -0.043 0.011
H -3.209 5.623 2.863 -0.044 0.059 -0.001
H -4.184 9.634 0.499 0.005 -0.001 0.046
H -2.817 10.613 -0.102 -0.018 0.038 0.018
H -3.620 11.047 1.413 0.041 -0.038 0.077
C -4.476 3.671 -7.502 -0.047 -0.183 0.034
O -3.316 3.530 -6.657 -1.064 2.412 -0.483
P -3.335 4.195 -5.176 1.586 -3.393 3.174
O -1.935 4.242 -4.748 0.095 0.435 -0.309
O -4.204 3.018 -4.489 -0.031 0.318 0.261
C -3.536 1.786 -4.199 -0.162 -0.289 -0.245
O -4.109 5.363 -4.372 -0.536 0.705 -2.636
C -5.278 5.975 -4.959 -0.053 -0.045 0.081
H -4.276 3.136 -8.426 0.085 -0.034 0.034
H -5.357 3.239 -7.021 0.032 -0.008 0.020
H -4.661 4.719 -7.737 0.010 -0.022 -0.050
H -2.459 1.921 -4.152 -0.011 0.124 0.044
H -3.778 1.047 -4.965 0.022 0.007 -0.020
H -3.892 1.426 -3.237 -0.025 0.071 0.025
H -6.050 5.228 -5.157 0.014 -0.001 0.054
H -5.020 6.492 -5.884 -0.010 0.032 0.031
H -5.661 6.701 -4.248 0.058 -0.035 0.074
C -5.213 0.565 5.038 0.141 -0.168 0.002
O -4.367 1.033 3.971 -1.747 1.918 1.316
P -3.294 2.224 4.269 5.029 -2.324 -1.499
O -2.904 2.719 2.945 -0.574 0.449 -0.254
O -2.226 1.222 4.961 0.055 1.082 0.123
C -1.474 0.337 4.117 -0.857 0.193 0.625
O -2.932 3.405 5.320 -3.001 -0.119 0.437
C -3.686 3.525 6.544 0.112 -0.034 0.001
H -5.823 -0.242 4.643 0.061 -0.012 -0.087
H -4.611 0.187 5.868 0.033 0.004 -0.039
H -5.869 1.362 5.391 -0.043 -0.021 -0.008
H -1.446 0.697 3.091 -0.037 0.107 0.172
H -1.902 -0.663 4.139 -0.355 1.407 0.470
H -0.460 0.295 4.510 -0.002 0.016 0.068
H -3.616 2.610 7.135 0.048 0.010 -0.013
H -4.733 3.749 6.333 0.006 0.036 0.032
H -3.261 4.348 7.111 0.076 0.012 -0.058


no.,LUMO energy (eV),gap between HOMO and LUMO (eV)
1,0.84,11.3
2,-1.54,7.6